118
Properties=species:S:1:pos:R:3:forces:R:3 method="wB97M-V/def2-TZVPD" homo_lumo_gap_ha=0.323 total_energy_ha=-9968.0088 multiplicity=1 homo_energy_ev=-11.272 mol_weight_g_mol=1201.53 charge=+1 lumo_ev=-2.478
C -2.5096 -4.1619 2.0225 -0.6 -0.7 0.6
C -1.8120 -5.5424 1.7285 -0.4 0.2 -0.3
C -0.3281 -5.4343 1.1530 -1.2 0.3 -0.1
Cl 0.9565 -5.9623 2.3206 -0.5 0.2 -0.4
C -0.1446 -4.0034 0.5789 -0.5 -0.5 -2.5
C -0.6033 -3.7311 -0.7557 1.6 0.5 2.0
P -1.4148 -4.9954 -1.8604 -0.6 -0.9 1.0
C -0.2808 -5.5659 -3.2386 -0.4 1.2 -0.7
C -2.9223 -4.2175 -2.6814 0.1 0.9 -0.8
N -0.3061 -2.3460 -0.9419 0.4 -0.8 0.7
C -0.6913 -1.7449 -2.2311 -1.0 0.6 -0.5
C 0.2792 -0.6376 -2.7609 0.1 -0.1 0.0
O 1.3512 -0.9670 -3.1404 0.2 0.2 0.1
O -0.0978 0.7151 -2.7405 -1.2 -1.3 0.3
C -1.3847 0.8709 -3.3314 -1.8 0.8 -0.6
C -2.6134 1.4370 -2.5495 0.6 -0.8 1.2
O -1.5561 0.5270 -4.4598 0.6 -0.3 0.3
C 0.2610 -1.8187 0.1686 0.0 0.5 1.0
C 0.6835 -0.3298 0.3605 -0.4 -0.3 -1.6
C 2.1495 -0.0856 -0.1987 0.7 0.3 0.4
C 3.0269 0.8788 0.7127 1.1 -0.1 -1.2
C 3.2628 2.2766 0.0177 -0.5 0.9 0.7
C 2.1371 3.3313 0.4023 1.0 -0.4 -0.3
C 2.2701 3.8661 1.8845 -0.7 0.3 -0.5
C 0.8317 4.1295 2.4818 0.6 0.5 0.4
C 0.2875 5.5929 2.1898 -1.3 -0.7 -0.2
C -1.0297 5.4821 1.3197 0.9 0.7 0.0
O -0.6115 5.2070 -0.0454 -1.3 -0.8 0.7
C -1.5527 4.3123 -0.6491 0.5 0.0 -0.4
N 0.3770 -2.8173 1.1347 -1.0 0.4 -2.2
C 0.9031 -2.7240 2.5115 1.1 -1.2 2.2
F 0.6776 -1.4902 3.1250 -0.2 -0.8 -1.2
C 2.4284 -3.0967 2.6557 0.8 0.8 -0.1
C 3.3992 -1.8487 2.5468 0.0 -1.0 -0.5
H -2.7798 -3.5888 1.0923 0.6 -0.5 0.9
H -1.9719 -3.5255 2.7739 -0.4 -0.8 -1.1
H -3.5010 -4.4014 2.5074 1.0 0.3 -0.4
H -1.8831 -6.2300 2.6141 0.4 0.8 -0.7
H -2.4255 -6.0371 0.9266 0.9 0.6 0.7
H -0.2901 -6.1571 0.2956 0.3 0.9 0.9
H -0.8070 -6.3922 -3.7935 0.5 0.7 0.8
H -0.1701 -4.7075 -3.9626 0.4 -1.0 0.5
H 0.6972 -5.9209 -2.8383 -0.8 0.3 -0.3
H -3.2862 -3.3027 -2.1474 0.4 -0.8 -0.2
H -3.7865 -4.9271 -2.7378 1.0 0.5 0.2
H -2.6882 -3.8969 -3.7399 -0.2 -0.3 1.0
H -0.6775 -2.5644 -3.0002 0.2 0.8 0.8
H -1.7642 -1.4243 -2.1572 1.0 0.0 0.0
H -3.0465 2.3550 -3.0063 0.7 -0.6 0.3
H -2.3806 1.5606 -1.4566 -0.2 0.2 -1.1
H -3.4083 0.6397 -2.6108 0.8 0.7 -0.1
H -0.0079 0.2597 -0.3111 0.5 -0.5 0.8
H 0.5097 0.0547 1.3906 0.3 -0.7 -0.7
H 2.1374 0.3625 -1.2293 -0.3 -0.5 1.1
H 2.7072 -1.0573 -0.3180 -0.8 0.8 0.1
H 4.0476 0.4016 0.7770 -1.0 0.4 0.1
H 2.6459 0.9553 1.7601 0.2 0.1 -0.9
H 4.2430 2.7250 0.3327 -0.7 -0.6 -0.2
H 3.2974 2.2015 -1.1064 0.0 -0.3 1.1
H 1.1516 2.8168 0.2186 0.7 0.7 0.2
H 2.2432 4.1946 -0.3041 -0.4 -0.8 0.6
H 2.7976 4.8583 1.8592 -0.3 -1.0 0.0
H 2.8919 3.1916 2.5249 -0.6 0.3 -0.5
H 0.8507 3.9932 3.6007 0.0 0.0 -1.1
H 0.1105 3.3922 2.0399 0.6 0.5 0.5
H -0.0159 6.0651 3.1580 0.4 -0.2 -0.8
H 1.0348 6.2457 1.6623 -0.7 -0.6 0.5
H -1.6933 4.6509 1.6906 0.6 0.7 -0.2
H -1.6111 6.4405 1.3018 0.4 -0.9 0.2
H -2.5936 4.7348 -0.6685 0.8 -0.3 0.0
H -1.5480 3.3385 -0.0854 -0.2 0.7 -0.4
H -1.1929 4.1276 -1.6959 -0.5 0.2 1.0
H 0.3307 -3.4808 3.1174 0.3 0.8 -0.8
H 2.6693 -3.5733 3.6489 -0.9 0.4 -1.1
H 2.6934 -3.8192 1.8464 -0.3 0.5 0.7
H 4.4340 -2.2092 2.8046 -1.0 0.5 -0.1
H 3.4352 -1.5605 1.4701 0.0 0.2 1.1
H 3.1069 -1.0010 3.2108 0.2 -0.7 -0.6
C -4.2222 -8.4604 -1.2967 -0.2 -0.3 -0.1
Cl -3.4173 -7.5283 -2.5698 -0.2 -0.4 -0.1
Cl -3.9315 -7.7715 0.3006 -0.2 -0.2 0.0
H -5.2915 -8.4617 -1.4879 0.1 0.1 0.0
H -3.8422 -9.4779 -1.3146 0.1 0.1 0.0
C -3.0866 9.1057 0.0074 0.0 0.2 -0.1
Cl -1.8716 9.1563 1.2888 0.0 0.1 -0.1
Cl -4.1352 7.6892 0.1694 -0.1 0.0 -0.1
H -3.6960 10.0033 0.0646 0.0 -0.1 0.1
H -2.5803 9.0601 -0.9540 -0.2 -0.2 0.4
C 1.2715 -4.6172 6.0170 0.0 -0.2 0.0
Cl -0.3246 -4.4377 6.7425 -0.1 -0.1 -0.1
Cl 2.1925 -3.1136 6.1243 0.1 0.1 0.1
H 1.8124 -5.4018 6.5392 0.0 0.1 0.0
H 1.1540 -4.8843 4.9691 0.0 0.1 0.1
C 1.1164 4.5027 -3.8346 0.3 0.0 0.0
Cl -0.5312 4.0972 -4.3302 0.0 -0.1 -0.1
Cl 1.1285 5.5342 -2.3984 0.1 -0.1 -0.3
H 1.6526 3.5836 -3.6118 -0.1 0.0 0.1
H 1.6056 5.0279 -4.6495 -0.2 0.0 0.0
C -3.9666 -2.0560 5.3351 -0.2 0.1 0.1
Cl -3.9813 -3.5942 6.2010 0.0 0.0 0.0
Cl -2.5150 -1.8914 4.3304 -0.1 0.5 0.3
H -4.8460 -2.0055 4.6992 0.1 -0.1 0.0
H -3.9839 -1.2428 6.0552 0.1 -0.1 0.0
C 0.6363 9.2383 -3.1802 0.2 0.0 -0.1
Cl -0.9918 9.3444 -2.4931 0.2 -0.1 -0.3
Cl 1.5176 10.7566 -2.9813 0.0 -0.1 0.0
H 1.1800 8.4460 -2.6736 -0.1 0.1 0.1
H 0.5555 9.0132 -4.2402 0.0 0.2 0.3
C 2.1524 7.2265 -6.6900 0.2 0.0 -0.1
Cl 0.5251 7.3315 -6.0013 -0.1 -0.3 -0.2
Cl 3.0341 8.7418 -6.4825 0.0 -0.1 0.0
H 2.6972 6.4309 -6.1884 0.0 0.1 0.0
H 2.0715 7.0070 -7.7509 -0.1 0.1 0.1
C 4.1536 -8.1082 1.4399 0.0 0.1 0.1
Cl 3.4850 -9.1937 0.2154 -0.1 0.1 0.0
Cl 5.3975 -8.9121 2.4017 0.0 0.1 0.0
H 4.5933 -7.2469 0.9442 0.0 -0.2 0.0
H 3.3524 -7.7859 2.0990 0.0 -0.2 0.0

=====

104
Properties=species:S:1:pos:R:3:forces:R:3 method="wB97M-V/def2-TZVPD" homo_lumo_gap_ha=0.241 total_energy_ha=-2550.8336 multiplicity=1 homo_energy_ev=-4.476 mol_weight_g_mol=652.82 charge=-1 lumo_ev=2.077
C -2.2423 -1.5532 0.8834 -0.2 -0.5 -0.2
C -2.2548 -2.0929 -0.5616 0.0 -0.3 0.1
O -2.3553 -1.0894 -1.5437 -0.2 0.2 0.3
C -2.2401 -1.6348 -2.8565 -0.3 -0.6 0.3
C -0.8229 -1.9875 -3.2704 0.5 0.2 -0.4
P 0.2688 -0.4517 -3.7103 -2.8 -1.4 -0.3
P 1.1611 1.4388 -4.5270 -0.9 1.0 0.0
O 0.1354 2.5426 -4.6499 0.2 -0.1 0.0
O 1.7570 -1.3154 -3.6390 0.1 1.1 0.4
C 2.5531 -0.7457 -2.6075 0.5 -1.2 0.0
C 1.6316 -0.3614 -1.4182 0.0 1.7 0.0
C 2.0675 1.0125 -0.8251 -0.3 0.1 -0.7
C 0.9150 1.6860 -0.0406 0.5 -0.2 1.0
C 1.4154 2.1512 1.3299 -0.4 0.1 -0.1
N 2.3536 3.2792 1.2218 0.0 -0.2 0.2
C 1.4832 -1.3412 -0.2277 0.2 -0.1 0.0
C 2.4410 -2.5413 -0.2307 0.2 -0.1 0.5
C 2.0139 -3.6412 0.7112 0.0 0.5 -0.8
C 1.1284 -4.5891 0.2379 -0.4 0.2 -1.0
C 0.7067 -5.6417 0.9979 -0.4 -0.6 -0.1
C 1.1793 -5.7722 2.2859 -0.5 -0.8 0.1
C 2.0443 -4.8338 2.7665 0.7 0.0 1.3
C 2.4692 -3.7772 1.9978 0.4 0.6 0.2
O 0.3969 -0.0246 -2.0458 0.9 -0.6 0.0
H -3.1424 -1.9399 1.3779 0.1 0.5 0.0
H -1.4093 -1.9850 1.4449 0.0 0.2 -0.1
H -2.1938 -0.4655 0.9546 0.0 -0.1 -0.2
H -3.1145 -2.7820 -0.6486 0.1 0.1 -0.1
H -1.3658 -2.7071 -0.7515 0.0 0.1 0.1
H -2.7129 -0.9192 -3.5359 0.3 0.1 0.0
H -2.8844 -2.5367 -2.8899 0.1 0.1 0.0
H -0.2964 -2.6094 -2.5369 -0.2 0.0 0.0
H -0.8968 -2.5780 -4.1939 0.0 0.0 0.1
H 0.0061 -0.7773 -5.1110 0.8 0.1 -0.1
H -0.9533 0.3170 -3.7861 0.4 0.4 0.2
H 1.6346 1.1425 -5.8447 0.5 -0.1 0.3
H 2.2776 1.9589 -3.8003 0.3 -0.1 -0.4
H 3.1410 0.1376 -2.8936 -0.4 0.1 -0.3
H 3.3235 -1.5099 -2.4503 -0.1 0.1 0.7
H 2.2622 1.6650 -1.6824 0.3 -0.1 0.1
H 2.9937 0.9445 -0.2398 -0.1 -0.1 0.1
H 0.4914 2.5213 -0.6006 0.1 0.0 0.0
H 0.0904 0.9942 0.1520 0.1 -0.1 -0.2
H 0.5717 2.4674 1.9573 0.0 0.1 -0.2
H 1.8546 1.2814 1.8426 0.1 0.1 -0.1
H 3.0559 3.0724 0.5179 0.0 -0.1 0.0
H 2.8562 3.3375 2.1024 0.1 0.2 -0.1
H 0.4483 -1.6602 -0.0794 0.0 0.0 -0.4
H 1.7264 -0.7598 0.6700 -0.1 -0.2 0.0
H 2.5482 -2.9857 -1.2220 -0.1 0.1 0.0
H 3.4280 -2.1942 0.0994 0.0 0.0 -0.3
H 0.7630 -4.4850 -0.7805 0.0 0.0 0.0
H 0.0325 -6.3733 0.5689 0.0 0.0 0.1
H 0.8720 -6.6156 2.8924 0.0 0.1 0.1
H 2.4389 -4.9298 3.7737 -0.1 0.0 0.0
H 3.1691 -3.0554 2.4078 0.0 0.0 0.0
C 3.3532 2.3089 5.3830 0.0 0.0 0.0
C 3.0443 0.8195 5.4807 -0.1 0.2 0.1
C 4.1100 -0.0557 4.8118 -0.2 0.1 -0.1
C 4.2110 0.2607 3.3823 0.1 -0.1 0.0
N 4.2713 0.5242 2.2660 0.1 0.0 0.1
H 3.3771 2.6440 4.3453 0.0 0.0 0.0
H 2.5869 2.8910 5.8949 0.0 0.0 0.0
H 4.3175 2.5414 5.8407 0.0 0.0 0.0
H 2.0720 0.6251 5.0239 0.0 -0.1 0.0
H 2.9667 0.5368 6.5327 0.0 -0.1 0.0
H 3.8539 -1.1105 4.9176 0.1 0.0 -0.1
H 5.0849 0.1033 5.2759 0.0 0.0 0.0
C -3.8857 4.0813 -0.8759 0.0 0.0 0.0
C -4.1676 2.5851 -0.8085 0.2 0.2 -0.4
C -4.8170 2.1413 0.5008 0.3 0.1 0.0
C -3.9229 2.4488 1.6297 -0.3 -0.2 0.1
N -3.2252 2.6909 2.5100 -0.1 0.0 -0.1
H -3.1815 4.3910 -0.1019 0.0 0.0 0.0
H -3.4451 4.3390 -1.8385 0.0 0.0 0.0
H -4.8049 4.6617 -0.7560 0.0 0.0 0.0
H -3.2328 2.0373 -0.9441 -0.1 -0.1 0.0
H -4.8234 2.3135 -1.6379 0.0 -0.1 0.1
H -5.0009 1.0665 0.4737 0.0 0.0 0.1
H -5.7712 2.6464 0.6630 0.0 0.0 0.0
C 1.5771 5.5458 -4.7982 0.0 0.1 0.1
C 2.6527 5.4204 -5.8675 -0.3 0.0 0.0
C 4.0699 5.3529 -5.2876 -0.2 0.2 -0.1
C 4.3875 6.5730 -4.5325 0.2 -0.1 0.0
N 4.6390 7.5279 -3.9447 0.0 -0.1 -0.1
H 1.6836 6.4715 -4.2267 0.1 0.0 0.0
H 0.5891 5.5553 -5.2553 0.0 -0.1 0.0
H 1.6154 4.7042 -4.1062 -0.1 0.0 -0.1
H 2.5801 6.2670 -6.5555 0.1 0.0 0.0
H 2.4672 4.5162 -6.4505 0.1 0.0 0.0
H 4.8027 5.2447 -6.0885 0.1 0.0 0.1
H 4.1668 4.4937 -4.6220 0.0 0.0 0.0
C -6.5237 -5.2121 3.9806 0.0 0.0 0.1
C -5.9045 -3.9351 4.5378 -0.2 -0.2 0.0
C -5.1643 -3.1178 3.4740 0.1 -0.2 0.2
C -4.0643 -3.8978 2.8945 -0.1 0.1 0.0
N -3.2093 -4.5211 2.4501 0.0 -0.1 0.0
H -5.7612 -5.8879 3.5910 0.0 0.0 0.0
H -7.0642 -5.7463 4.7629 0.0 0.0 0.0
H -7.2270 -4.9885 3.1758 0.0 0.0 0.0
H -5.2163 -4.1933 5.3451 0.0 0.1 0.0
H -6.6910 -3.3152 4.9730 0.1 0.1 0.0
H -4.7512 -2.2097 3.9145 0.0 0.0 -0.1
H -5.8461 -2.8257 2.6736 0.0 0.0 0.0